P | {"formula": "C12H17N", "method": "ωB97M-V/def2-TZVPD", "smiles": "Cc1c[nH]c2ccccc12.CCC", "homo_energy_ev": -7.90, "orbital_gap_ev": 8.799, "lumo_energy_ev": 0.90, "elements": ["C", "C", "C", "N", "C", "C", "C", "C", "C", "C", "H", "H", "H", "H", "H", "H", "H", "H", "H", "C", "C", "C", "H", "H", "H", "H", "H", "H", "H", "H"], "xyz": [[2.9211, -1.0813, 0.3531], [1.4684, -1.2951, 0.6329], [0.7008, -2.2654, -0.0165], [-0.5785, -2.1984, 0.5869], [-0.6735, -1.1781, 1.5127], [-1.8815, -0.5659, 2.0303], [-1.6248, 0.6357, 2.6888], [-0.3182, 1.3285, 2.5877], [0.7539, 0.7761, 1.9920], [0.5841, -0.5070, 1.4430], [3.1549, -0.0159, -0.0677], [3.1738, -1.7503, -0.5746], [3.4291, -1.4419, 1.2773], [0.9739, -3.0493, -0.6878], [-1.3562, -2.7622, 0.3163], [-2.8026, -1.0795, 2.1508], [-2.6123, 1.1035, 2.9372], [-0.2705, 2.4680, 2.9522], [1.7158, 1.2001, 1.9960], [0.2140, 1.6298, -1.4620], [-0.1909, 0.6278, -2.5968], [-1.6892, 0.7002, -2.6121], [-0.1678, 2.6971, -1.5191], [1.4030, 1.7517, -1.2369], [-0.2425, 1.3592, -0.4908], [0.2147, 1.1944, -3.4392], [0.2248, -0.3871, -2.7395], [-2.2813, 1.4842, -3.2307], [-2.0656, -0.1866, -3.0635], [-2.1770, 0.8076, -1.7199]], "mulliken_charge": [-1.080, 0.571, -1.092, -0.046, 0.156, -0.956, -0.469, -0.337, -0.506, 0.764, 0.280, 0.281, 0.303, 0.457, 0.178, 0.453, 0.297, 0.202, 0.529, -0.702, -0.154, -1.316, 0.397, 0.187, -0.081, 0.286, 0.338, 0.300, 0.367, 0.395]}

---

Q | {"formula": "C12H17N", "method": "ωB97M-V/def2-TZVPD", "smiles": "Cc1c[nH]c2ccccc12.CCC", "homo_energy_ev": -7.95, "orbital_gap_ev": 8.890, "lumo_energy_ev": 0.94, "elements": ["C", "C", "C", "N", "C", "C", "C", "C", "C", "C", "H", "H", "H", "H", "H", "H", "H", "H", "H", "C", "C", "C", "H", "H", "H", "H", "H", "H", "H", "H"], "xyz": [[-0.4615, -1.5011, -2.3895], [0.5516, -1.0565, -1.3806], [1.2900, -1.8657, -0.5879], [1.9674, -1.1283, 0.3825], [1.6154, 0.1889, 0.2106], [2.1400, 1.3278, 0.8200], [1.4900, 2.5167, 0.5479], [0.5160, 2.5977, -0.4643], [0.1630, 1.5062, -1.2376], [0.7252, 0.2837, -0.8638], [-1.4238, -1.5716, -1.9043], [-0.1962, -2.4769, -2.8188], [-0.5282, -0.8795, -3.2878], [1.5128, -2.9145, -0.7113], [2.1815, -1.5142, 1.2848], [3.0544, 1.3364, 1.3957], [1.6768, 3.4395, 1.0840], [0.0279, 3.5522, -0.6371], [-0.5921, 1.4755, -2.0079], [-3.7041, -0.4424, 0.7616], [-2.7708, -0.9640, 1.8575], [-1.3174, -0.5145, 1.6690], [-3.0731, -0.0997, -0.0690], [-4.2207, 0.4566, 1.0851], [-4.4009, -1.1637, 0.3545], [-3.1595, -0.7191, 2.8544], [-2.8208, -2.0589, 1.9260], [-0.9888, -0.8398, 0.6882], [-1.3097, 0.5764, 1.7229], [-0.7288, -0.8400, 2.5325]], "mulliken_charge": [-1.327, 0.414, -0.670, -0.106, -0.305, -0.704, -0.465, -0.646, -0.416, 1.048, 0.195, 0.403, 0.362, 0.416, 0.280, 0.423, 0.406, 0.355, 0.379, -0.954, -0.489, -0.637, 0.202, 0.308, 0.302, 0.370, 0.311, -0.088, 0.257, 0.374]}

---

R | {"formula": "C12H17N", "method": "ωB97M-V/def2-TZVPD", "smiles": "Cc1c[nH]c2ccccc12.CCC", "homo_energy_ev": -7.59, "orbital_gap_ev": 8.548, "lumo_energy_ev": 0.96, "elements": ["C", "C", "C", "N", "C", "C", "C", "C", "C", "C", "H", "H", "H", "H", "H", "H", "H", "H", "H", "C", "C", "C", "H", "H", "H", "H", "H", "H", "H", "H"], "xyz": [[-2.4450, 1.3075, 1.1185], [-1.1118, 1.5613, 0.6334], [-0.5303, 2.7627, 1.1297], [0.6840, 3.0671, 0.4936], [1.0064, 1.8785, -0.1266], [2.2174, 1.4018, -0.7044], [2.2448, 0.1494, -1.2800], [1.0292, -0.6035, -1.4656], [-0.1288, -0.2514, -0.8308], [-0.1449, 0.9900, -0.1602], [-3.0147, 0.7137, 0.3850], [-3.1290, 2.1234, 1.1471], [-2.4794, 0.9526, 2.1046], [-1.1212, 3.4975, 1.7405], [1.3512, 3.7181, 0.8219], [3.1778, 1.9579, -0.5547], [3.2031, -0.1917, -1.5114], [0.8745, -1.4463, -2.1660], [-1.1606, -0.6407, -1.0386], [0.6104, -3.8132, 0.6517], [-0.7342, -2.9954, 0.6407], [-1.6221, -3.2113, -0.5803], [1.4104, -3.2542, 0.1221], [0.3596, -4.8616, 0.1568], [0.8749, -4.0158, 1.6342], [-1.3726, -3.3900, 1.4772], [-0.6923, -1.9074, 0.8844], [-0.9007, -3.3065, -1.3893], [-2.2359, -4.1499, -0.5657], [-2.2804, -2.3265, -0.8611]], "mulliken_charge": [-1.588, 0.703, -0.777, -0.112, -0.341, -0.511, -0.556, -0.954, 0.000, 0.971, 0.346, 0.507, 0.343, 0.340, 0.236, 0.267, 0.456, 0.340, 0.275, -1.030, -0.036, -1.074, 0.218, 0.229, 0.390, 0.351, 0.151, 0.280, 0.337, 0.238]}

---

S | {"formula": "C12H17N", "method": "ωB97M-V/def2-TZVPD", "smiles": "Cc1c[nH]c2ccccc12.CCC", "homo_energy_ev": -7.92, "orbital_gap_ev": 8.863, "lumo_energy_ev": 0.94, "elements": ["C", "C", "C", "N", "C", "C", "C", "C", "C", "C", "H", "H", "H", "H", "H", "H", "H", "H", "H", "C", "C", "C", "H", "H", "H", "H", "H", "H", "H", "H"], "xyz": [[-1.2041, 0.5874, 1.8910], [-1.2306, -0.7005, 1.1370], [-2.3424, -1.4503, 0.9332], [-2.0164, -2.5849, 0.1845], [-0.6584, -2.6402, 0.0540], [0.1383, -3.6252, -0.5070], [1.4857, -3.3915, -0.5898], [2.0566, -2.1640, -0.2071], [1.2304, -1.1822, 0.2913], [-0.1173, -1.4205, 0.5552], [-1.6998, 1.4700, 1.4739], [-0.2295, 0.9725, 2.1985], [-1.8661, 0.5021, 2.7644], [-3.3963, -1.2946, 1.0347], [-2.5819, -3.3886, 0.2807], [-0.1787, -4.5369, -1.0089], [2.1236, -4.0769, -1.0903], [3.1093, -2.0143, -0.2405], [1.5916, -0.1665, 0.3761], [1.0068, 2.5957, 0.3122], [0.8871, 3.2351, -1.0463], [-0.3171, 2.7662, -1.8758], [1.0546, 1.5216, 0.4479], [1.9587, 2.8614, 0.8034], [0.2646, 3.0445, 0.9648], [1.7556, 3.1025, -1.6926], [0.9568, 4.3208, -0.9642], [-0.9162, 1.9837, -1.4083], [0.0471, 2.1381, -2.6972], [-0.9118, 3.5354, -2.3748]], "mulliken_charge": [-1.531, 0.833, -0.764, -0.153, -0.167, -0.902, -0.329, -1.053, 0.061, 0.905, 0.321, 0.371, 0.407, 0.443, 0.244, 0.326, 0.394, 0.430, 0.157, -0.375, -0.359, -0.980, -0.423, 0.386, 0.305, 0.301, 0.348, 0.223, 0.278, 0.304]}

---

On energetic grounds, Q is preferred over the next structure by 60.7 kJ/mol.

---

P | {"formula": "C12H17N", "method": "ωB97M-V/def2-TZVPD", "smiles": "Cc1c[nH]c2ccccc12.CCC", "homo_energy_ev": -7.87, "orbital_gap_ev": 8.761, "lumo_energy_ev": 0.89, "elements": ["C", "C", "C", "N", "C", "C", "C", "C", "C", "C", "H", "H", "H", "H", "H", "H", "H", "H", "H", "C", "C", "C", "H", "H", "H", "H", "H", "H", "H", "H"], "xyz": [[-0.6500, -1.3280, -3.0184], [-0.7876, -1.6939, -1.5757], [-1.8067, -2.1922, -0.8410], [-1.4421, -2.2790, 0.4854], [-0.1287, -1.9247, 0.6023], [0.6272, -1.8498, 1.7668], [1.9552, -1.5131, 1.6397], [2.5010, -1.2982, 0.3660], [1.7319, -1.3550, -0.7724], [0.3634, -1.6346, -0.7008], [0.3512, -1.5240, -3.3826], [-0.8654, -0.2862, -3.1903], [-1.3720, -1.8447, -3.6582], [-2.8181, -2.4403, -1.1250], [-2.0770, -2.3803, 1.2523], [0.1426, -1.9785, 2.7256], [2.5257, -1.2128, 2.5097], [3.4943, -0.9298, 0.3099], [2.1778, -1.3077, -1.7627], [-0.9042, 2.5472, 1.8903], [0.1067, 3.1830, 0.9294], [-0.1431, 2.7775, -0.5256], [-0.5755, 1.5901, 2.3115], [-1.9178, 2.3931, 1.5342], [-0.9465, 3.1730, 2.7868], [0.0013, 4.2656, 1.0155], [1.0925, 2.9559, 1.3178], [0.6419, 2.2775, -1.1029], [-1.0366, 2.1621, -0.6015], [-0.2413, 3.6477, -1.1860]], "mulliken_charge": [-1.283, 0.441, -0.739, -0.031, -0.043, -0.858, -0.391, -0.693, -0.456, 1.104, 0.335, 0.259, 0.361, 0.425, 0.199, 0.349, 0.361, 0.399, 0.264, -1.182, -0.121, -1.030, 0.214, 0.371, 0.340, 0.275, 0.292, 0.256, 0.241, 0.342]}

---

Q | {"formula": "C12H17N", "method": "ωB97M-V/def2-TZVPD", "smiles": "CCN[C@H]1CCc2ccccc2C1", "homo_energy_ev": -8.81, "orbital_gap_ev": 9.748, "lumo_energy_ev": 0.94, "elements": ["C", "C", "N", "C", "C", "C", "C", "C", "C", "C", "C", "C", "C", "H", "H", "H", "H", "H", "H", "H", "H", "H", "H", "H", "H", "H", "H", "H", "H", "H"], "xyz": [[-1.9802, -2.5224, 2.6313], [-1.7589, -2.8170, 1.1077], [-0.3889, -2.7816, 0.6223], [0.0693, -1.3376, 0.6459], [1.5030, -1.2012, 0.4469], [1.9612, 0.2357, 0.3797], [1.1564, 1.2911, -0.4543], [1.5727, 2.5523, -0.6259], [0.7558, 3.3973, -1.3609], [-0.5587, 3.0285, -1.7396], [-0.9726, 1.7783, -1.4930], [-0.0958, 0.8505, -0.9176], [-0.5802, -0.5270, -0.5910], [-1.4479, -1.4592, 2.8659], [-3.2336, -2.4735, 2.6059], [-1.5152, -3.4704, 3.3290], [-2.3680, -1.9407, 0.4424], [-2.1228, -3.8964, 0.7909], [0.4168, -3.2004, 1.2801], [-0.1703, -0.7742, 1.5960], [1.5624, -1.4480, -0.5762], [2.1779, -1.8316, 1.0611], [1.8637, 0.5197, 1.4963], [2.9726, 0.1831, -0.0062], [2.5900, 2.8016, -0.2698], [0.8736, 4.5316, -1.3627], [-1.2868, 3.7874, -2.1589], [-1.9321, 1.3909, -2.0229], [-1.5440, -0.3478, -0.2186], [-0.5464, -1.2716, -1.3832]], "mulliken_charge": [-0.715, -0.311, -0.330, 0.541, -1.185, -0.817, 0.538, -0.488, -0.513, -0.376, -0.603, 0.616, -1.243, 0.242, 0.267, 0.212, 0.243, 0.279, 0.327, -0.156, 0.387, 0.389, 0.254, 0.470, 0.385, 0.234, 0.310, 0.254, 0.387, 0.403]}

---

R | {"formula": "C12H17N", "method": "ωB97M-V/def2-TZVPD", "smiles": "CCc1c[nH]c2ccccc12.CC", "homo_energy_ev": -7.97, "orbital_gap_ev": 8.940, "lumo_energy_ev": 0.97, "elements": ["C", "C", "C", "C", "N", "C", "C", "C", "C", "C", "C", "H", "H", "H", "H", "H", "H", "H", "H", "H", "H", "H", "C", "C", "H", "H", "H", "H", "H", "H"], "xyz": [[-1.5333, 1.6196, -0.4142], [-0.2212, 1.2867, 0.2728], [0.2320, -0.0618, -0.2896], [0.7542, -0.2496, -1.5215], [1.1720, -1.5722, -1.7955], [0.8207, -2.2640, -0.5919], [0.9660, -3.6067, -0.2945], [0.5413, -4.1334, 0.9091], [0.1052, -3.1821, 1.8794], [-0.1543, -1.8542, 1.5839], [0.2983, -1.3708, 0.3511], [-2.3646, 0.9344, -0.3771], [-1.4866, 2.0614, -1.4066], [-1.9354, 2.5650, 0.0538], [0.4663, 2.0536, -0.0886], [-0.0481, 1.1333, 1.3361], [0.8043, 0.3130, -2.4787], [2.0988, -1.7142, -2.1648], [1.2643, -4.3087, -1.0789], [0.7545, -5.1241, 1.2764], [-0.1761, -3.5530, 2.8538], [-0.5805, -1.2869, 2.3949], [-0.5897, 5.6596, 0.6560], [-1.3386, 5.5471, -0.6554], [-0.9747, 6.4926, 1.3018], [-0.5954, 4.8295, 1.3660], [0.4363, 6.0897, 0.5031], [-1.0462, 6.3232, -1.3699], [-2.3782, 5.8340, -0.5410], [-1.3268, 4.5045, -0.9401]], "mulliken_charge": [-1.184, -0.409, 0.342, -0.448, -0.278, -0.407, -0.380, -0.636, -0.522, -0.413, 0.537, 0.370, 0.409, 0.284, 0.214, 0.396, 0.401, 0.268, 0.330, 0.364, 0.364, 0.389, -0.884, -0.512, 0.327, 0.271, 0.256, 0.355, 0.253, -0.057]}

---

On energetic grounds, P is preferred over the next structure by 100.6 kJ/mol.

---

P | {"formula": "C7H14O", "method": "ωB97M-V/def2-TZVPD", "smiles": "C=C/C=C(/C)CC.O", "homo_energy_ev": -8.43, "orbital_gap_ev": 9.233, "lumo_energy_ev": 0.80, "elements": ["C", "C", "C", "C", "C", "C", "C", "H", "H", "H", "H", "H", "H", "H", "H", "H", "H", "H", "H", "O", "H", "H"], "xyz": [[-0.9329, 2.9420, -0.6279], [-0.2558, 1.8848, -0.1575], [-0.2417, 0.5701, -0.7320], [0.2103, -0.6060, -0.2790], [0.1196, -1.9024, -1.1347], [1.0080, -0.6345, 1.0122], [2.5076, -0.4267, 0.6941], [-0.8828, 3.8407, -0.0374], [-1.6142, 2.8937, -1.4664], [0.2782, 2.1414, 0.7556], [-0.9797, 0.5676, -1.5250], [-0.8735, -2.2134, -1.5260], [0.3765, -2.7858, -0.5362], [0.8595, -1.8312, -1.9419], [0.8589, -1.6303, 1.5086], [0.5582, 0.0370, 1.7650], [2.7070, 0.6493, 0.4974], [2.7028, -0.9622, -0.2251], [3.1654, -0.5906, 1.5456], [-3.2334, -0.2876, 0.9194], [-2.6215, -0.6049, 0.2490], [-3.7165, -1.0512, 1.2422]], "mulliken_charge": [-1.007, 0.077, -0.184, 0.532, -1.353, -0.791, -1.034, 0.266, 0.273, 0.194, 0.347, 0.349, 0.375, 0.298, 0.347, 0.372, 0.260, 0.316, 0.353, -0.634, 0.335, 0.306]}

---

Q | {"formula": "C7H14O", "method": "ωB97M-V/def2-TZVPD", "smiles": "C=C(/C=C/C)CC.O", "homo_energy_ev": -8.93, "orbital_gap_ev": 9.804, "lumo_energy_ev": 0.87, "elements": ["C", "C", "C", "C", "C", "C", "C", "H", "H", "H", "H", "H", "H", "H", "H", "H", "H", "H", "H", "O", "H", "H"], "xyz": [[2.1064, -0.4192, -1.0309], [0.9593, 0.2647, -1.1656], [-0.3550, -0.3737, -1.4005], [-1.0764, -0.8356, -0.3848], [-2.2171, -1.7327, -0.7356], [0.7665, 1.7115, -0.7844], [1.1113, 1.7144, 0.7594], [2.9873, 0.0349, -0.6507], [2.3659, -1.5425, -1.1573], [-0.7382, -0.7121, -2.3791], [-0.9354, -0.5108, 0.6648], [-3.1970, -1.1183, -0.7834], [-2.0631, -2.3422, -1.6435], [-2.4435, -2.5331, 0.0767], [-0.2376, 1.9052, -0.8220], [1.4063, 2.4158, -1.3443], [2.2166, 1.7470, 0.9071], [0.6517, 0.7967, 1.1538], [0.9294, 2.5939, 1.3750], [-0.5444, -0.4989, 3.0657], [-1.3292, -0.8066, 2.7343], [-0.3639, 0.2416, 3.5453]], "mulliken_charge": [-0.727, 0.442, -0.708, 0.648, -1.127, -0.603, -0.976, 0.264, 0.233, 0.243, -0.204, 0.230, 0.370, 0.311, 0.401, 0.349, 0.270, 0.214, 0.383, -0.618, 0.307, 0.297]}

---

On energetic grounds, P is preferred over the next structure by 143.9 kJ/mol.